No. 1
DFT (ωB97M-V/def2-TZVPD) results for a molecular structure, C41H45IN5OPPbS3.

Last column: Löwdin charge in e.
Geometry (Å):
1 Pb -1.68814 0.52193 -1.28804  1.067
2 S -2.37438 -1.53365 0.63416  0.642
3 C -1.37827 -2.87423 0.44281  -0.642
4 N -1.42519 -3.89887 1.29243  -0.086
5 C -0.59776 -5.08515 1.10001  -0.082
6 C 0.71868 -4.66501 0.50942  -0.083
7 N 0.46257 -3.93635 -0.73030  -0.086
8 C 1.40121 -4.19944 -1.82369  -0.104
9 C 2.79571 -3.76915 -1.41992  -0.215
10 C 3.00537 -2.46372 -0.98614  -0.055
11 C 4.25744 -2.05464 -0.55849  -0.060
12 C 5.31100 -2.96009 -0.54341  -0.061
13 C 5.10786 -4.26119 -0.97687  -0.057
14 C 3.85728 -4.66359 -1.42717  -0.031
15 C -0.45774 -2.98514 -0.74999  -0.639
16 S -0.62340 -1.96791 -2.08893  0.627
17 C -2.25631 -3.91933 2.49630  -0.109
18 C -1.44095 -3.57807 3.72853  -0.209
19 C -1.41278 -4.46521 4.79809  -0.036
20 C -0.66535 -4.18220 5.93280  -0.059
21 C 0.07987 -3.01580 6.00017  -0.065
22 C 0.05766 -2.12563 4.93559  -0.077
23 C -0.70584 -2.39684 3.81107  -0.047
24 H -1.11087 -5.79129 0.43981  0.153
25 H -0.43655 -5.55478 2.06843  0.143
26 H 1.34802 -5.52433 0.29284  0.145
27 H 1.25671 -4.01948 1.20980  0.150
28 H 1.06201 -3.67420 -2.71058  0.082
29 H 1.38681 -5.27165 -2.02551  0.141
30 H 2.17344 -1.77005 -0.95915  0.069
31 H 4.41108 -1.03206 -0.23341  0.103
32 H 6.28336 -2.65269 -0.18268  0.113
33 H 5.92492 -4.97000 -0.95838  0.115
34 H 3.71468 -5.67745 -1.78297  0.120
35 H -2.65872 -4.92681 2.60494  0.137
36 H -3.08334 -3.22696 2.36547  0.091
37 H -1.99243 -5.38070 4.75997  0.119
38 H -0.65998 -4.87664 6.76217  0.114
39 H 0.67374 -2.79872 6.87793  0.113
40 H 0.63122 -1.20787 4.98439  0.102
41 H -0.73868 -1.67707 3.00265  0.077
42 I -2.57650 1.65559 5.55120  0.887
43 C -1.57649 1.94717 3.75479  -0.765
44 C -0.48678 2.74951 3.51388  -0.125
45 N -0.21492 2.63140 2.20076  -0.004
46 N -1.04527 1.78601 1.57098  0.001
47 C -1.88135 1.36672 2.51209  -0.260
48 H 0.07689 3.38145 4.17954  0.127
49 H 0.54897 3.04928 1.69380  0.141
50 H -2.68399 0.68617 2.29106  0.071
51 C 2.27485 0.91359 -2.66596  -0.224
52 P 1.01879 1.43288 -1.43276  0.899
53 C 1.94589 1.17066 0.11443  -0.395
54 C 3.03718 1.95810 0.47443  -0.085
55 C 3.73738 1.68108 1.64059  -0.062
56 C 3.35613 0.61633 2.44643  -0.057
57 C 2.27032 -0.17373 2.09050  -0.064
58 C 1.56614 0.10634 0.93091  -0.141
59 C 0.82590 3.21763 -1.74558  -0.375
60 C -0.16657 3.90739 -1.04303  -0.126
61 C -0.45427 5.22740 -1.35034  -0.070
62 C 0.22781 5.86900 -2.37510  -0.056
63 C 1.20212 5.18611 -3.08582  -0.057
64 C 1.50257 3.86755 -2.77633  -0.082
65 H 3.21986 1.41974 -2.46572  0.062
66 H 1.93933 1.15921 -3.67148  0.030
67 H 2.43131 -0.16080 -2.58453  0.033
68 H 3.33041 2.79438 -0.15140  0.115
69 H 4.59027 2.28985 1.91073  0.115
70 H 3.90466 0.40606 3.35519  0.115
71 H 1.96505 -0.99710 2.72476  0.098
72 H 0.69966 -0.49049 0.66390  0.067
73 H -0.72575 3.40148 -0.26408  0.053
74 H -1.22417 5.75314 -0.80199  0.104
75 H 0.00006 6.89875 -2.61553  0.115
76 H 1.73339 5.68204 -3.88751  0.116
77 H 2.26464 3.35359 -3.34602  0.097
78 C -4.47565 3.48469 1.26805  -0.226
79 S -3.93531 3.66004 -0.44754  0.855
80 C -5.56901 4.02366 -1.14671  -0.224
81 O -3.58298 2.26690 -0.91567  -0.752
82 H -5.21824 2.69146 1.33669  0.072
83 H -4.89289 4.43859 1.59074  0.071
84 H -3.60527 3.23378 1.87101  0.028
85 H -6.35357 3.51576 -0.59070  0.063
86 H -5.57472 3.69503 -2.18324  0.054
87 H -5.70842 5.10356 -1.09865  0.064
88 C -1.55518 2.61264 -6.19298  -0.031
89 C -0.59631 1.68319 -5.81644  -0.033
90 C -0.72158 1.06797 -4.58544  -0.157
91 N -1.71210 1.34560 -3.73126  -0.075
92 C -2.64033 2.22928 -4.10502  -0.127
93 C -2.60509 2.87728 -5.32704  -0.028
94 H -1.49010 3.11174 -7.15036  0.122
95 H 0.22605 1.43380 -6.47242  0.118
96 H -0.01674 0.30579 -4.27119  0.087
97 H -3.43396 2.41515 -3.39256  0.088
98 H -3.38607 3.57267 -5.60024  0.117

Output
E, eV: -107876.7273
Energy above the lowest of the compared OMol25 structures with the same formula, charge and spin, kcal per mole: 1.2
Molecular weight, g/mol: 1085.12
Total charge: +2

No. 2
DFT (ωB97M-V/def2-TZVPD) results for a molecular structure, C41H47BrN3O3PRuS.

Last column: Löwdin charge in e.
Geometry (Å):
1 Ru 0.13046 -0.19225 0.48644  1.038
2 O -1.99953 -3.55457 -0.88487  0.027
3 C -3.21172 -2.96010 -1.21905  -0.257
4 C -4.23054 -3.78702 -1.49045  -0.018
5 C -5.46516 -3.30699 -1.88791  -0.064
6 C -5.61566 -1.97300 -2.09027  -0.096
7 C -4.56968 -1.14514 -1.81293  -0.045
8 C -3.36519 -1.55684 -1.26964  -0.084
9 C -2.22471 -0.54603 -1.12881  -0.346
10 O -1.78287 -0.33474 0.16036  -0.352
11 N -1.08854 -1.11595 -1.93996  0.010
12 N 0.11359 -0.67560 -1.58210  -0.131
13 C 1.12057 -0.72997 -2.52186  -0.160
14 C 2.25497 -0.00215 -2.43164  -0.051
15 Br 2.54055 -0.43300 0.88062  0.237
16 C 3.41104 0.56942 -2.55529  -0.040
17 C 3.58049 1.92974 -3.19542  -0.220
18 C 4.71155 2.69824 -2.94280  -0.043
19 C 4.82133 3.96639 -3.50964  -0.062
20 C 3.75274 4.50136 -4.25033  -0.078
21 C 2.61103 3.74102 -4.47490  -0.077
22 C 2.55193 2.45827 -3.97143  -0.055
23 H -1.23401 -3.00270 -0.72086  0.030
24 H -4.01819 -4.85702 -1.49180  0.134
25 H -6.34430 -3.86387 -2.09013  0.105
26 H -6.59541 -1.64122 -2.43850  0.119
27 H -4.70841 -0.10121 -1.99335  0.111
28 H -2.47750 0.39256 -1.59205  0.135
29 H -1.30404 -1.21965 -2.95108  0.178
30 H 0.99144 -1.32547 -3.40474  0.106
31 H 4.27233 0.05877 -2.14678  0.125
32 H 5.43040 2.31625 -2.31593  0.087
33 H 5.78692 4.54511 -3.40964  0.127
34 H 3.86086 5.45246 -4.71685  0.095
35 H 1.89375 4.16429 -5.16363  0.107
36 H 1.67596 1.83706 -4.17889  0.114
37 O 0.08935 -1.90399 1.84765  -0.333
38 N -0.99232 -2.52182 2.09708  -0.198
39 C -2.15350 -1.81464 2.40169  -0.005
40 C -3.30965 -2.47603 2.64021  -0.032
41 C -3.36037 -3.85203 2.67432  -0.054
42 C -2.20093 -4.55661 2.47514  -0.015
43 C -1.00568 -3.86402 2.18031  0.009
44 H -2.05276 -0.75114 2.49881  0.086
45 H -4.22475 -1.86726 2.70782  0.138
46 H -4.24359 -4.41156 2.87512  0.113
47 H -2.24214 -5.66900 2.48423  0.136
48 H -0.02377 -4.28667 1.98724  0.121
49 S 1.56750 -3.58071 -0.41958  0.753
50 C 1.60088 -4.60819 -1.79629  -0.677
51 C 2.26354 -5.86775 -1.79908  -0.119
52 C 2.36675 -6.70316 -2.89897  -0.043
53 C 1.76185 -6.27333 -4.15859  -0.024
54 C 1.07338 -5.06216 -4.15252  -0.090
55 C 0.95839 -4.29902 -3.02036  -0.121
56 H 2.68959 -6.15206 -0.81890  0.106
57 H 2.84298 -7.68520 -2.81895  0.109
58 H 1.87430 -6.86521 -5.02264  0.090
59 H 0.63702 -4.71192 -5.09657  0.116
60 H 0.37481 -3.38221 -3.08806  0.073
61 C -2.58507 1.75567 2.46755  -0.077
62 C -1.57634 2.77611 1.84458  -0.678
63 C -2.00304 3.03819 0.40543  -0.089
64 C -1.66214 4.03652 2.70789  -0.079
65 P 0.13503 1.99785 1.76027  1.114
66 C 0.68312 1.73681 3.47103  -0.360
67 C 0.93714 2.82536 4.34077  -0.084
68 C 1.40757 2.60380 5.63173  -0.060
69 C 1.65216 1.30438 6.04042  -0.073
70 C 1.40041 0.23221 5.22465  -0.056
71 C 0.90436 0.44694 3.94014  -0.112
72 C 1.42836 3.17305 0.86518  -0.646
73 C 2.82741 2.94728 1.45783  -0.110
74 C 1.11450 4.67962 0.95322  -0.079
75 C 1.52079 2.81863 -0.59358  -0.138
76 H -3.54066 2.33569 2.46710  0.107
77 H -2.27295 1.57410 3.50301  0.087
78 H -2.69441 0.87909 1.84784  0.033
79 H -3.01457 3.46993 0.34393  0.106
80 H -1.89688 2.11920 -0.10461  0.028
81 H -1.32074 3.77862 -0.06857  0.070
82 H -2.63065 4.42463 2.47884  0.079
83 H -0.89857 4.78888 2.55722  0.058
84 H -1.64261 3.71735 3.77653  0.094
85 H 0.76613 3.84284 4.01030  0.093
86 H 1.56796 3.41074 6.33302  0.111
87 H 1.85806 1.18276 7.08640  0.108
88 H 1.54777 -0.74282 5.55768  0.093
89 H 0.83339 -0.44159 3.29634  0.048
90 H 2.92038 3.27808 2.48491  0.076
91 H 3.51418 3.48613 0.83695  0.084
92 H 3.11533 1.89424 1.48328  -0.024
93 H 1.08759 4.97229 1.99692  0.063
94 H 0.21254 4.93237 0.35703  0.084
95 H 1.95066 5.26068 0.58084  0.090
96 H 1.87125 1.78687 -0.70264  0.002
97 H 2.32111 3.44693 -1.01568  0.093
98 H 0.59414 3.08980 -1.15675  0.098

Output
E, eV: -146629.8287
Energy above the lowest of the compared OMol25 structures with the same formula, charge and spin, kcal per mole: 9.5
Molecular weight, g/mol: 873.86
2S+1: 6
Total charge: +1